DFT (ωB97M-V/def2-TZVPD) results for one molecule with the formula C6H9N.

Structure (XYZ):
```
16
Properties=species:S:1:pos:R:3:forces:R:3:nbo_charge:R:1
C 0.8332 0.6354 -0.1273 0.33 0.86 -0.22 -0.14
C -0.4219 -0.4150 0.0885 -0.12 -0.70 0.20 -0.23
C 2.9052 2.0133 -0.3919 0.28 1.06 -0.19 0.08
C 2.2942 0.7476 -0.1598 -6.07 -2.63 0.50 -0.25
C -1.8659 -0.5343 0.0891 5.54 1.83 -0.35 -0.13
C -2.5059 -1.8381 0.3746 -0.13 -0.23 0.00 -0.66
N 4.1714 2.0907 -0.4246 0.41 -0.15 0.02 -0.61
H 0.3829 1.6138 -0.3001 0.14 0.10 -0.02 0.17
H 0.0311 -1.3734 0.3394 -0.11 -0.10 0.05 0.17
H 2.2267 2.8676 -0.5318 0.14 -0.08 0.01 0.16
H 2.9248 -0.1144 -0.0196 0.17 -0.10 0.03 0.22
H -2.4857 0.3129 -0.1573 -0.10 0.19 -0.05 0.20
H -2.6552 -2.3860 -0.5601 -0.11 -0.05 0.05 0.23
H -3.4846 -1.6896 0.8325 0.03 -0.08 0.02 0.22
H -1.8911 -2.4536 1.0315 -0.04 0.01 -0.04 0.22
H 4.5468 3.0211 -0.5933 -0.36 0.08 -0.01 0.34
```
Forces are in eV/Å.

Summary:
- electronic energy (eV) = -7854.5372
- net charge = 0
- HOMO-LUMO gap (eV) = 8.36
- LUMO (eV) = -0.2
- energy relative to the best compared isomer or geometry (same formula, charge and spin) (kJ/mol) = 349.51